# 1
# C12H30N2NaO4

A structure of composition C12H30N2NaO4 in a non-equilibrium geometry (ωB97M-V with the def2-TZVPD basis set, OMol25).

Computed properties:
relative energy (zero: lowest compared OMol25 entry of this formula, charge and spin) = 14.5 kcal per mole
frontier orbital gap = 10.1454 eV
total charge = +1

Geometry (Å):
Na -0.007 0.154 -0.016
C -1.010 0.897 -3.065
O -1.334 0.147 -1.888
C -2.719 -0.030 -1.663
C -2.808 -1.099 -0.590
N -2.291 -0.589 0.614
C -2.365 -1.507 1.760
C -1.431 -0.986 2.839
O -0.126 -0.925 2.332
C 0.809 -0.398 3.258
H 0.079 0.884 -3.127
H -1.312 1.937 -2.946
H -1.474 0.409 -3.921
H -3.222 -0.456 -2.530
H -3.216 0.861 -1.278
H -2.470 -2.105 -0.836
H -3.853 -1.352 -0.410
H -2.829 0.213 0.909
H -2.066 -2.538 1.571
H -3.384 -1.505 2.147
H -1.443 -1.606 3.735
H -1.769 0.019 3.092
H 0.565 0.654 3.409
H 1.849 -0.331 2.940
H 0.804 -0.836 4.256
C 0.357 -2.716 -2.275
O 0.815 -1.829 -1.289
C 2.281 -1.782 -1.378
C 2.862 -0.741 -0.399
N 2.308 0.575 -0.663
C 2.777 1.626 0.218
C 1.801 2.792 0.391
O 0.611 2.304 0.981
C -0.402 3.250 1.223
H -0.728 -2.610 -2.304
H 0.611 -3.749 -2.038
H 0.747 -2.388 -3.239
H 2.566 -1.433 -2.371
H 2.687 -2.775 -1.187
H 3.943 -0.780 -0.530
H 2.690 -1.073 0.625
H 2.558 0.807 -1.613
H 3.693 2.063 -0.180
H 3.031 1.197 1.187
H 1.635 3.197 -0.608
H 2.218 3.559 1.043
H -0.077 4.142 1.758
H -1.219 2.802 1.789
H -0.743 3.649 0.268


# 2
# C32H31N6O5SSiTi

A structure of composition C32H31N6O5SSiTi in a non-equilibrium geometry (ωB97M-V with the def2-TZVPD basis set, OMol25).

Computed properties:
<S²> = 0.766
relative energy (zero: lowest compared OMol25 entry of this formula, charge and spin) = 41.9 kcal per mole
frontier orbital gap (spin up / spin down) = 6.6047 / 6.6904 eV
multiplicity = 2

Geometry (Å):
Ti 0.777 0.821 0.038
C 1.958 2.712 3.583
C 1.963 1.320 2.950
C 2.285 0.222 3.962
O 0.712 1.043 2.304
C 3.013 1.326 1.790
O 4.197 1.328 2.051
O 2.483 1.322 0.630
H 1.232 2.770 4.395
H 1.717 3.456 2.824
H 2.947 2.931 3.979
H 1.704 0.352 4.874
H 3.343 0.254 4.211
H 2.056 -0.752 3.524
H 0.005 1.073 2.972
N 4.415 -3.417 -3.989
C 3.474 -2.431 -3.867
C 3.620 -1.223 -4.560
C 2.702 -0.207 -4.398
C 1.615 -0.395 -3.564
C 1.437 -1.591 -2.890
C 2.370 -2.599 -3.022
S 0.378 0.873 -3.403
O -0.910 0.234 -3.376
O 0.637 1.889 -4.376
N 0.670 1.404 -1.839
C 0.252 2.626 -1.505
N 0.445 2.915 -0.183
C 0.003 4.083 0.256
C -0.608 5.004 -0.578
C -0.750 4.620 -1.908
N -0.346 3.452 -2.362
H 5.044 -3.363 -4.772
H 4.162 -4.345 -3.695
H 4.453 -1.102 -5.236
H 2.786 0.727 -4.931
H 0.528 -1.730 -2.320
H 2.243 -3.535 -2.498
H 0.135 4.276 1.316
H -0.960 5.952 -0.209
H -1.217 5.265 -2.642
C -4.447 -1.470 -2.665
C -4.018 -2.086 -1.500
C -3.253 -1.379 -0.590
C -2.888 -0.054 -0.826
C -3.314 0.537 -2.015
C -4.084 -0.160 -2.925
Si -1.763 0.937 0.365
C -2.459 0.601 2.145
C -3.537 1.348 2.613
C -4.076 1.140 3.869
C -3.541 0.166 4.697
C -2.468 -0.591 4.256
C -1.935 -0.373 2.995
H -5.054 -2.016 -3.372
H -4.275 -3.119 -1.308
H -2.947 -1.858 0.334
H -3.030 1.557 -2.232
H -4.398 0.312 -3.845
H -2.385 2.318 0.194
H -3.966 2.103 1.970
H -4.914 1.735 4.203
H -3.959 -0.001 5.679
H -2.051 -1.354 4.898
H -1.104 -0.988 2.655
N -1.500 -5.172 0.026
C -0.735 -4.337 0.211
C 0.281 -3.382 0.437
C 1.509 -3.820 0.984
C 2.512 -2.862 1.077
C 2.280 -1.564 0.689
N 1.058 -1.100 0.250
C 0.100 -2.055 0.102
H 1.657 -4.845 1.275
H 3.488 -3.138 1.445
H 3.097 -0.854 0.702
H -0.845 -1.740 -0.331


# 3
# C27H50OP2Pd

A structure of composition C27H50OP2Pd in a non-equilibrium geometry (ωB97M-V with the def2-TZVPD basis set, OMol25).

Computed properties:
<S²> = 6.031
relative energy (zero: lowest compared OMol25 entry of this formula, charge and spin) = 68.0 kcal per mole
frontier orbital gap (spin up / spin down) = 7.3660 / 4.2272 eV
total charge = +2
multiplicity = 5

Geometry (Å):
Pd -2.049 -1.082 -0.177
C -0.414 -1.004 2.827
C -1.223 0.078 2.419
C -2.245 -1.931 1.675
C -0.958 -2.214 2.366
C -2.393 -0.447 1.721
C 0.809 -0.941 3.660
H 1.015 0.059 4.078
H 1.661 -1.187 3.002
H 0.851 -1.689 4.474
C -0.414 -3.538 2.689
H -0.360 -3.707 3.784
H 0.622 -3.694 2.316
H -1.062 -4.327 2.267
C -3.437 -2.780 1.983
H -3.566 -2.974 3.062
H -3.320 -3.741 1.462
H -4.336 -2.253 1.655
C -3.708 0.222 1.845
H -4.164 -0.034 2.812
H -4.374 -0.097 1.038
H -3.587 1.314 1.791
C -0.981 1.497 2.669
H -1.594 1.951 3.451
H -1.187 2.078 1.761
H 0.079 1.643 2.924
C 2.563 0.758 1.137
C 3.115 1.598 2.006
C 2.717 3.078 2.089
C 2.579 3.783 0.708
C 1.168 3.901 0.258
C 0.383 2.923 -0.195
C 0.594 1.430 -0.103
C 2.013 0.863 -0.192
H 3.457 3.632 2.702
H 3.204 3.303 -0.049
H 1.765 3.178 2.658
H 2.643 1.419 -0.902
H 2.729 -0.990 1.361
H 3.892 1.267 2.697
H 1.930 -0.171 -0.570
H 0.185 1.062 0.844
H -0.615 3.188 -0.583
H -0.079 0.913 -0.819
H 2.960 4.806 0.852
H 0.746 4.906 0.330
P -0.418 0.688 -3.393
P -3.336 -0.200 -3.530
C -1.162 0.755 -5.123
C -2.427 -0.100 -5.182
H -0.416 0.367 -5.836
H -1.364 1.812 -5.383
H -3.118 0.286 -5.948
H -2.183 -1.145 -5.443
C -4.838 -0.888 -4.383
H -5.684 -0.904 -3.686
H -4.607 -1.912 -4.705
H -5.099 -0.287 -5.266
C -3.877 1.585 -3.532
H -4.136 1.929 -4.543
H -3.085 2.221 -3.115
H -4.764 1.664 -2.890
C 0.807 -0.647 -3.787
H 1.293 -0.946 -2.848
H 1.561 -0.282 -4.499
H 0.276 -1.506 -4.218
C 0.619 2.201 -3.663
H 0.008 2.963 -4.158
H 1.490 1.980 -4.289
H 0.957 2.601 -2.704
C 5.026 -1.629 1.915
C 3.842 -2.561 1.760
C 3.666 -3.543 2.883
O 2.559 -1.927 1.649
H 4.971 -1.044 2.846
H 5.152 -0.944 1.065
H 5.935 -2.237 1.967
H 3.908 -3.084 0.787
H 3.450 -2.991 3.820
H 2.802 -4.187 2.655
H 4.577 -4.143 2.996


# 4
# C14H19N3O5

An isolated molecule of C14H19N3O5 in a non-equilibrium geometry (ωB97M-V with the def2-TZVPD basis set, OMol25).

Computed properties:
SMILES = NC(=O)CC[C@H](NC(=O)[C@@H](N)Cc1ccc(O)cc1)C(=O)O
relative energy (zero: lowest compared OMol25 entry of this formula, charge and spin) = 25.4 kcal per mole
frontier orbital gap = 8.1159 eV

Geometry (Å):
C -0.619 -2.066 0.689
C 0.042 -0.886 1.418
C -1.288 -1.583 -0.658
C -2.487 -0.605 -0.538
C -2.268 0.783 -0.560
C -3.802 -1.106 -0.480
C -3.380 1.640 -0.659
C -4.924 -0.322 -0.520
C -4.669 1.041 -0.672
C 1.778 0.830 1.050
C 1.338 2.187 0.535
C 3.292 0.583 1.006
C 4.008 0.581 -0.274
C 3.776 -0.592 -1.244
H -1.152 -3.621 1.995
H -1.954 -2.139 2.224
H 0.228 -2.734 0.350
H -0.444 -1.127 -1.240
H -1.562 -2.512 -1.144
H -1.244 1.201 -0.524
H -3.934 -2.190 -0.393
H -3.301 2.688 -0.727
H -5.965 -0.610 -0.478
H -5.588 2.721 -0.565
H 1.369 -0.887 -0.162
H 1.546 0.918 2.078
H 3.756 1.359 1.584
H 3.581 -0.361 1.585
H 5.038 0.560 -0.010
H 3.736 1.535 -0.826
H 5.619 -0.028 -2.148
H 4.774 -1.310 -2.866
H 1.511 4.083 0.897
N -1.600 -2.803 1.500
N 1.009 -0.301 0.601
N 4.865 -0.696 -2.075
O -0.373 -0.373 2.471
O -5.843 1.773 -0.688
O 0.567 2.335 -0.374
O 2.708 -1.188 -1.384
O 1.856 3.223 1.228


# 5
# CBrClF2S

A cluster of 2 separate species, CBrClF2S in total in a non-equilibrium geometry (ωB97M-V with the def2-TZVPD basis set, OMol25).

Computed properties:
frontier orbital gap (spin up / spin down) = 7.3781 / 7.2348 eV

Geometry (Å):
C 0.758 0.241 -0.319
F 1.399 1.282 0.092
F 0.673 0.167 -1.640
S -1.719 0.751 0.435
Cl 1.109 -1.223 0.423
Br -2.220 -1.219 1.010


# 6
# C26H42BrCrNOP2

A structure of composition C26H42BrCrNOP2 in a non-equilibrium geometry (ωB97M-V with the def2-TZVPD basis set, OMol25).

Computed properties:
<S²> = 6.248
relative energy (zero: lowest compared OMol25 entry of this formula, charge and spin) = 86.1 kcal per mole
frontier orbital gap (spin up / spin down) = 6.9471 / 3.5518 eV
total charge = +2
multiplicity = 5

Geometry (Å):
C 0.045 -7.015 3.495
C -1.170 -7.070 2.752
C -1.830 -8.305 2.899
C -1.200 -9.394 3.534
N -0.014 -9.356 4.131
C 0.573 -8.160 4.103
C -1.553 -5.963 1.899
C -0.821 -5.059 1.239
C 0.204 -4.478 0.417
C 0.373 -3.062 0.445
C 0.898 -2.369 -0.647
C 1.532 -3.056 -1.750
C 1.323 -4.459 -1.786
C 0.836 -5.154 -0.663
Cr -2.602 -4.538 0.838
P -2.270 0.319 1.946
H -2.863 -8.423 2.619
H 0.554 -6.074 3.668
H -1.692 -10.363 3.598
H 1.529 -8.121 4.622
H 0.830 -6.256 -0.684
H -0.187 -2.528 1.223
H 1.533 -5.011 -2.702
H 0.813 -1.273 -0.661
C -2.736 1.788 0.895
C -4.138 2.380 1.107
H -2.623 1.459 -0.158
H -1.960 2.551 1.090
H -4.218 3.289 0.489
H -4.926 1.676 0.785
H -4.320 2.669 2.158
C -3.885 -0.361 2.506
C -3.776 -1.287 3.721
H -4.347 -0.933 1.678
H -4.506 0.522 2.699
H -4.562 -2.050 3.654
H -2.810 -1.807 3.740
H -3.905 -0.750 4.667
C -1.629 1.134 3.444
C -2.544 2.072 4.183
H -0.714 1.646 3.137
H -1.305 0.326 4.102
H -2.142 2.260 5.178
H -2.645 3.034 3.690
H -3.543 1.675 4.322
Br 1.867 -2.119 -3.317
P -2.874 -2.820 -0.689
C -4.497 -1.847 -0.762
C -5.109 -1.493 -2.115
H -4.223 -0.914 -0.251
H -5.208 -2.401 -0.128
H -6.073 -0.961 -2.014
H -4.479 -0.812 -2.689
H -5.356 -2.333 -2.773
C -2.119 -1.802 -2.159
C -2.584 -2.141 -3.583
H -1.023 -1.864 -2.083
H -2.382 -0.758 -1.911
H -2.128 -1.431 -4.287
H -2.365 -3.168 -3.902
H -3.658 -2.024 -3.764
C -3.160 -4.438 -1.540
C -4.586 -4.508 -2.118
H -2.936 -5.296 -0.814
H -2.407 -4.459 -2.341
H -4.892 -5.557 -2.248
H -5.318 -4.023 -1.450
H -4.633 -4.033 -3.110
C 2.429 0.530 0.996
O 1.002 0.627 0.924
H 2.806 -0.122 0.195
H 2.661 0.049 1.953
H 2.956 1.499 0.933
H 0.793 1.478 0.498